[1]
Here is a 3-piece molecular cluster, C27H53N3O3P overall at a distorted geometry from OMol25. Energies are from ωB97M-V with the def2-TZVPD basis set.

Structure (ORCA input):
```
! wB97M-V def2-TZVPD RIJCOSX def2/J DEFGRID3
* xyz 0 2
C -1.35 -1.83 -2.77
C -0.18 -1.34 -1.69
C -0.64 -2.04 -0.24
C -0.24 0.27 -1.45
C 0.83 1.18 -2.28
C 1.49 2.41 -1.35
C 3.02 3.02 -1.62
C 3.69 4.22 -0.67
C 2.88 4.88 0.60
C 1.34 4.31 0.87
C 0.67 3.11 -0.08
P -0.15 2.11 -3.68
O -1.47 3.03 -3.01
O -0.89 0.96 -4.76
C 1.96 0.27 -3.04
C 2.30 -0.99 -2.07
C 3.54 -1.82 -2.83
C 2.92 -0.58 -0.59
N 1.14 -1.94 -2.04
O 1.08 -2.74 -3.12
H -1.10 -1.52 -3.88
H -2.37 -1.35 -2.46
H -1.50 -3.01 -2.64
H -1.34 -2.97 -0.46
H -1.25 -1.31 0.44
H 0.36 -2.43 0.27
H -1.33 0.63 -1.79
H -0.22 0.48 -0.28
H 3.71 2.63 -2.49
H 4.80 4.57 -0.91
H 3.40 5.71 1.27
H 0.79 4.80 1.79
H -0.43 2.79 0.23
H -2.30 2.47 -3.23
H -0.18 0.53 -5.34
H 2.88 0.86 -3.45
H 1.42 -0.19 -4.00
H 4.50 -1.12 -2.67
H 3.81 -2.83 -2.30
H 3.39 -1.90 -3.99
H 3.88 0.08 -0.66
H 3.14 -1.59 0.01
H 2.08 -0.03 0.06
C 0.68 7.18 8.39
C 0.84 5.96 7.50
N 0.38 6.16 6.12
C 0.27 4.92 5.35
C 1.56 4.14 5.08
C 0.98 7.29 5.40
C 2.49 7.31 5.24
H -0.36 7.54 8.39
H 0.95 6.93 9.42
H 1.33 8.00 8.08
H 0.24 5.16 7.95
H 1.88 5.63 7.53
H -0.23 5.12 4.40
H -0.42 4.25 5.89
H 2.16 4.62 4.31
H 1.31 3.14 4.71
H 2.17 4.02 5.98
H 0.68 8.22 5.90
H 0.52 7.37 4.40
H 3.02 7.04 6.17
H 2.82 8.31 4.96
H 2.83 6.63 4.45
C -5.79 -7.49 -3.47
C -4.44 -6.80 -3.70
N -3.70 -6.51 -2.47
C -2.57 -5.62 -2.67
C -1.42 -6.12 -3.54
C -3.45 -7.65 -1.58
C -2.67 -8.83 -2.16
H -6.42 -6.91 -2.78
H -6.32 -7.59 -4.42
H -5.67 -8.50 -3.06
H -4.66 -5.86 -4.21
H -3.85 -7.41 -4.39
H -2.16 -5.31 -1.70
H -2.95 -4.68 -3.12
H -0.81 -6.85 -3.02
H -0.76 -5.28 -3.80
H -1.77 -6.55 -4.48
H -4.41 -8.02 -1.21
H -2.93 -7.30 -0.68
H -3.02 -9.12 -3.16
H -2.81 -9.71 -1.51
H -1.60 -8.63 -2.20
*
```

Values from the calculation:
Calculated total energy (a.u.): -1791.367526

Mulliken atomic charge list, values in e, 8 entries:
1. C -0.71
2. C 1.08
3. C -0.99
4. C -1.41
5. C 1.94
6. C -0.18
7. C -0.34
8. C -0.40

---

[2]
Here is C35H36AsN3O2SbSn as an isolated structure from OMol25. Energies are from ωB97M-V with the def2-TZVPD basis set.

Structure (ORCA input):
```
! wB97M-V def2-TZVPD RIJCOSX def2/J DEFGRID3
* xyz 3 1
Sn -0.55 -0.42 -0.28
C 3.28 0.82 2.21
C 2.01 0.26 1.71
N 1.39 0.66 0.63
N 1.95 1.57 -0.15
C 0.96 2.12 -0.99
O -0.21 1.67 -0.95
C 1.37 3.21 -1.83
C 2.73 3.59 -1.87
C 3.11 4.64 -2.69
C 2.16 5.29 -3.46
C 0.81 4.92 -3.42
C 0.42 3.89 -2.61
C 1.25 -0.75 2.47
C 1.73 -1.29 3.65
C 0.91 -2.16 4.37
C -0.35 -2.46 3.88
C -0.74 -1.90 2.66
N 0.04 -1.07 1.98
H 3.66 1.60 1.55
H 4.03 0.02 2.29
H 3.14 1.23 3.21
H 3.46 3.07 -1.28
H 4.15 4.94 -2.74
H 2.46 6.11 -4.11
H 0.08 5.46 -4.01
H -0.62 3.59 -2.55
H 2.71 -1.03 4.02
H 1.25 -2.58 5.31
H -1.02 -3.11 4.42
H -1.71 -2.12 2.23
C -4.60 0.60 2.24
As -3.73 1.05 0.61
C -4.91 0.82 -0.87
C -3.06 2.83 0.68
O -2.42 -0.03 0.40
H -5.50 1.22 2.34
H -3.93 0.79 3.07
H -4.89 -0.45 2.21
H -5.74 1.52 -0.78
H -5.28 -0.20 -0.87
H -4.36 1.03 -1.79
H -3.90 3.53 0.79
H -2.53 3.05 -0.25
H -2.40 2.93 1.53
C 0.18 -8.54 0.22
C 0.74 -7.67 1.15
C 0.77 -6.31 0.89
C 0.26 -5.84 -0.32
C -0.34 -6.71 -1.24
C -0.35 -8.07 -0.97
Sb 0.34 -3.83 -0.84
C 2.23 -2.97 -0.58
C 2.98 -3.19 0.57
C 4.24 -2.62 0.69
C 4.74 -1.82 -0.34
C 3.98 -1.59 -1.48
C 2.72 -2.16 -1.60
C -0.10 -3.71 -2.87
C -1.20 -2.99 -3.34
C -1.45 -2.96 -4.71
C -0.62 -3.64 -5.59
C 0.47 -4.35 -5.11
C 0.74 -4.39 -3.75
H 0.15 -9.60 0.44
H 1.16 -8.05 2.07
H 1.20 -5.64 1.62
H -0.76 -6.34 -2.17
H -0.79 -8.75 -1.68
H 2.62 -3.83 1.37
H 4.85 -2.82 1.56
H 5.73 -1.39 -0.25
H 4.38 -0.98 -2.28
H 2.14 -1.98 -2.50
H -1.87 -2.49 -2.66
H -2.31 -2.42 -5.08
H -0.83 -3.61 -6.65
H 1.11 -4.88 -5.80
H 1.59 -4.96 -3.40
*
```

Values from the calculation:
Calculated total energy (a.u.): -4359.429748

Mulliken atomic charge list, values in e, 8 entries:
1. Sn 0.97
2. C -1.68
3. C 0.18
4. N 1.19
5. N -0.81
6. C 0.37
7. O -0.71
8. C 0.61

---

[3]
Here is one molecule with the formula C25H37N3O4S at a distorted geometry from OMol25. Energies are from ωB97M-V with the def2-TZVPD basis set.

Structure (ORCA input):
```
! wB97M-V def2-TZVPD RIJCOSX def2/J DEFGRID3
* xyz 0 1
C -6.26 -4.35 0.34
C -6.75 -2.92 0.53
C -7.34 -2.75 1.93
C -5.61 -1.93 0.27
C -6.05 -0.47 0.23
N -4.97 0.40 -0.16
C -4.94 1.07 -1.33
O -5.86 1.06 -2.12
C -3.65 1.85 -1.56
C -2.46 0.88 -1.65
C -1.13 1.63 -1.63
N -1.03 2.57 -0.53
S -0.84 1.85 0.98
O -0.84 2.92 1.94
O -1.76 0.76 1.21
C 0.81 1.20 0.81
C 1.04 -0.16 0.78
C 2.33 -0.66 0.65
C 3.37 0.25 0.54
C 3.13 1.63 0.57
C 1.85 2.12 0.70
C 4.43 2.36 0.41
C 5.47 1.25 0.66
C 5.94 1.28 2.11
N 4.73 0.00 0.41
C 5.28 -1.21 0.07
O 4.60 -2.21 -0.05
C 6.77 -1.20 -0.20
C 7.17 -0.62 -1.58
C 7.88 -1.93 -1.92
C 7.34 -2.57 -0.63
C -2.09 3.56 -0.57
C -3.46 2.90 -0.46
H -5.87 -4.49 -0.66
H -7.07 -5.06 0.50
H -5.46 -4.57 1.05
H -7.54 -2.72 -0.21
H -6.56 -2.86 2.68
H -8.10 -3.50 2.11
H -7.79 -1.77 2.05
H -4.84 -2.05 1.04
H -5.15 -2.17 -0.70
H -6.43 -0.16 1.21
H -6.84 -0.34 -0.52
H -4.15 0.40 0.44
H -3.76 2.37 -2.52
H -2.47 0.20 -0.80
H -2.54 0.29 -2.57
H -0.99 2.20 -2.56
H -0.30 0.92 -1.53
H 0.19 -0.83 0.88
H 2.51 -1.72 0.62
H 1.63 3.17 0.73
H 4.54 3.18 1.11
H 4.51 2.76 -0.60
H 6.32 1.33 -0.02
H 6.57 0.42 2.35
H 6.51 2.19 2.30
H 5.08 1.26 2.78
H 7.31 -0.76 0.63
H 7.81 0.26 -1.55
H 6.31 -0.41 -2.22
H 7.56 -2.41 -2.85
H 8.97 -1.84 -1.93
H 6.54 -3.29 -0.81
H 8.08 -3.00 0.03
H -1.99 4.12 -1.50
H -1.91 4.23 0.28
H -3.52 2.44 0.53
H -4.24 3.66 -0.54
*
```

Values from the calculation:
SMILES: CC(C)CCNC(=O)C1CCN(S(=O)(=O)c2ccc3c(c2)C[C@@H](C)N3C(=O)C2CCC2)CC1
Calculated total energy (a.u.): -1838.274735

Mulliken atomic charge list, values in e, 8 entries:
1. C -1.60
2. C 0.73
3. C -1.48
4. C -0.61
5. C -1.03
6. N -0.03
7. C 0.18
8. O -0.71